A structure of composition C32H29BrN5O2Ti in a non-equilibrium geometry, computed with ωB97M-V/def2-TZVPD.

Values from the calculation:
Kohn-Sham gap (spin up / spin down) in hartree: 0.186 / 0.293
E_LUMO (spin up / spin down) in eV: 2.4672 / 2.4585
Net charge: -1
Multiplicity: 3
⟨S²⟩: 2.044

CARTESIAN COORDINATES (ANGSTROEM)
Br (-5.27, 3.65, 3.08)
Ti (-0.09, 0.13, 0.45)
O (2.46, 3.24, 0.96)
O (0.12, -2.97, 3.05)
N (0.88, 0.29, 2.02)
N (-2.00, 0.23, -1.85)
N (-0.80, -0.13, -1.32)
N (-0.16, -1.80, 1.08)
N (1.09, 1.68, -0.04)
C (-2.70, -2.58, -0.21)
C (-2.10, -0.14, -3.16)
C (2.19, 0.60, 4.41)
C (2.19, -3.31, 0.80)
C (0.90, -3.77, 0.19)
C (2.92, 2.12, -3.20)
C (0.48, 2.87, -2.10)
C (0.84, -4.96, -0.51)
C (-1.55, 2.48, 1.63)
C (-1.65, 1.10, 1.40)
C (2.04, 2.89, -3.94)
C (1.37, 2.10, -1.34)
C (3.53, 0.86, -1.11)
C (-3.77, 2.61, 2.47)
C (0.20, -1.94, 2.38)
C (1.47, -0.57, 4.15)
C (-3.90, 1.24, 2.35)
C (-0.26, -2.97, 0.33)
C (0.82, -0.70, 2.93)
C (-1.46, -4.59, -1.01)
C (-0.34, -5.38, -1.10)
C (-2.59, 3.24, 2.14)
C (1.77, 2.22, 0.99)
C (-2.84, 0.51, 1.83)
C (2.28, 1.58, 3.43)
C (-0.13, -0.73, -2.33)
C (0.82, 3.25, -3.39)
C (2.60, 1.71, -1.91)
C (-0.91, -0.76, -3.48)
C (1.63, 1.39, 2.23)
C (-1.44, -3.39, -0.30)
C (-0.84, 3.32, -1.54)
H (2.69, 0.73, 5.35)
H (0.87, -1.10, -2.17)
H (2.30, -2.22, 0.72)
H (2.97, 0.08, -0.57)
H (2.21, -3.57, 1.86)
H (-3.25, -2.63, -1.15)
H (0.14, 3.86, -3.96)
H (-1.24, 2.56, -0.86)
H (-3.34, -2.96, 0.58)
H (-2.38, -4.90, -1.48)
H (2.88, 2.47, 3.58)
H (-2.44, -1.55, 0.01)
H (-2.96, -0.57, 1.77)
H (-0.64, -1.19, -4.42)
H (4.03, 1.48, -0.36)
H (-4.82, 0.75, 2.65)
H (1.73, -5.57, -0.59)
H (3.87, 1.83, -3.62)
H (-0.62, 3.00, 1.41)
H (-2.49, 4.31, 2.27)
H (-1.56, 3.51, -2.34)
H (-2.70, 0.67, -1.27)
H (3.05, -3.78, 0.31)
H (2.30, 3.20, -4.94)
H (-0.72, 4.24, -0.97)
H (-0.37, -6.33, -1.63)
H (-2.97, 0.06, -3.75)
H (4.29, 0.39, -1.74)
H (1.42, -1.37, 4.87)

---

A structure of composition C32H29F6N8O4S2Tm in a non-equilibrium geometry, computed with ωB97M-V/def2-TZVPD.

Values from the calculation:
Kohn-Sham gap in hartree: 0.280
E_LUMO in eV: -6.5089
Net charge: +2
Multiplicity: 3
⟨S²⟩: 2.002

CARTESIAN COORDINATES (ANGSTROEM)
Tm (-0.38, 0.00, -0.15)
S (-1.52, 2.89, -1.67)
S (-3.06, 1.21, -0.25)
F (-1.02, 2.66, -4.21)
F (-2.76, 3.88, -3.74)
F (-5.13, 0.08, 0.77)
F (-2.87, 1.72, -3.61)
F (-5.59, 1.60, -0.70)
F (-4.93, 2.18, 1.28)
O (-0.60, 1.74, -1.53)
O (-0.97, 4.19, -1.51)
O (-2.25, 0.88, 0.94)
O (-2.89, 0.14, -1.22)
N (-1.79, -2.04, 0.25)
N (-2.82, 2.65, -0.79)
N (0.20, 2.37, 1.07)
N (-0.36, -0.93, 2.29)
N (-1.15, -1.85, 2.56)
N (1.29, -1.96, -0.04)
N (2.14, 0.72, -0.31)
N (-0.06, -0.74, -2.64)
C (3.01, -0.28, 0.35)
C (0.95, -3.25, -0.23)
C (-0.04, -0.89, -5.45)
C (-3.39, -3.74, -0.32)
C (-0.55, 4.52, 1.82)
C (2.59, -1.70, 0.16)
C (1.32, 2.95, 0.64)
C (1.29, 0.52, 3.29)
C (-1.23, -1.01, -4.74)
C (1.94, 0.31, 5.59)
C (-2.53, -2.71, -0.64)
C (-2.77, -3.44, 1.95)
C (1.53, 4.32, 0.69)
C (1.09, -0.62, -3.34)
C (-1.18, -0.91, -3.37)
C (1.04, -0.73, 5.74)
C (1.12, -0.69, -4.73)
C (-2.09, 2.78, -3.44)
C (2.39, -0.42, -2.62)
C (-1.92, -2.42, 1.53)
C (2.06, 0.95, 4.36)
C (-0.71, 3.15, 1.67)
C (-3.52, -4.11, 1.01)
C (0.40, -0.53, 3.44)
C (2.47, 2.04, 0.29)
C (0.58, 5.12, 1.28)
C (2.50, 0.84, -1.76)
C (1.85, -4.29, -0.18)
C (3.19, -4.02, 0.08)
C (-4.82, 1.29, 0.32)
C (0.26, -1.16, 4.68)
C (3.56, -2.70, 0.24)
H (-2.42, -2.42, -1.68)
H (3.92, -4.81, 0.13)
H (-1.58, 2.66, 2.06)
H (2.45, 4.74, 0.29)
H (-0.03, -0.95, -6.53)
H (0.93, -1.22, 6.70)
H (2.74, 1.78, 4.24)
H (-2.11, -0.94, -2.82)
H (-0.43, -1.97, 4.80)
H (2.07, -0.59, -5.24)
H (0.72, 6.19, 1.34)
H (4.59, -2.43, 0.40)
H (1.33, 1.04, 2.35)
H (-2.18, -1.15, -5.24)
H (2.98, -0.09, 1.42)
H (-4.19, -4.91, 1.31)
H (1.50, -5.30, -0.34)
H (3.55, 1.16, -1.80)
H (1.90, 1.64, -2.18)
H (2.65, -1.32, -2.07)
H (-1.31, 5.10, 2.32)
H (2.54, 0.64, 6.43)
H (3.00, 1.86, 1.23)
H (-0.08, -3.45, -0.45)
H (-3.94, -4.24, -1.10)
H (4.05, -0.14, 0.03)
H (3.16, -0.34, -3.39)
H (-2.81, -3.67, 3.00)
H (3.19, 2.57, -0.34)

---

A structure of composition C32H29NO7P2PtTe in a non-equilibrium geometry, computed with ωB97M-V/def2-TZVPD.

Values from the calculation:
Kohn-Sham gap in hartree: 0.224
E_LUMO in eV: 4.1148
Net charge: -2

CARTESIAN COORDINATES (ANGSTROEM)
Pt (0.83, 0.61, 0.34)
Te (-2.70, -0.69, 0.15)
P (3.23, -1.01, 1.38)
P (0.76, -2.36, 1.01)
O (3.85, -2.41, 0.90)
O (-0.56, -2.37, 1.95)
O (0.41, -1.60, -0.25)
O (1.77, -1.51, 1.98)
O (1.34, -3.74, 0.91)
O (2.87, -0.15, 0.17)
O (4.04, -0.43, 2.47)
N (-0.98, 1.41, 0.15)
C (-5.18, -4.22, -0.96)
C (-4.32, 0.37, -0.76)
C (1.41, 2.18, 1.51)
C (1.65, 6.14, -0.18)
C (2.57, 5.16, -0.52)
C (-0.32, 4.34, -1.97)
C (-6.50, 1.59, -2.03)
C (1.08, 2.52, -3.50)
C (-4.27, 0.68, -2.11)
C (0.54, 4.53, 1.24)
C (-4.32, -3.13, -0.97)
C (-5.82, -4.59, 0.22)
C (-2.88, 3.18, 1.21)
C (-3.25, 4.00, -1.01)
C (-4.36, 4.70, -0.56)
C (-5.47, 0.69, -0.05)
C (2.48, 3.88, 0.00)
C (0.30, 2.08, -2.45)
C (-0.42, 2.98, -1.67)
C (-3.99, 3.88, 1.65)
C (0.47, 4.79, -3.02)
C (-4.07, -2.39, 0.19)
C (0.63, 5.82, 0.70)
C (-4.71, -2.78, 1.36)
C (-5.35, 1.28, -2.75)
C (-2.48, 3.24, -0.13)
C (1.46, 3.54, 0.91)
C (1.17, 3.88, -3.79)
C (-4.73, 4.65, 0.77)
C (-5.58, -3.86, 1.38)
C (-6.55, 1.29, -0.68)
C (-1.25, 2.46, -0.52)
H (-6.49, -5.44, 0.24)
H (-5.52, 0.47, 1.01)
H (-5.29, 1.52, -3.81)
H (-0.33, -2.73, 2.81)
H (-0.11, 6.56, 0.98)
H (0.75, 2.17, 2.38)
H (-3.82, -2.85, -1.89)
H (-0.26, 4.30, 1.94)
H (0.55, 5.85, -3.21)
H (-2.29, 2.56, 1.87)
H (2.41, 1.87, 1.81)
H (3.37, 5.39, -1.22)
H (3.15, -3.08, 0.75)
H (-6.06, -4.15, 2.31)
H (-7.34, 2.05, -2.52)
H (1.64, 1.80, -4.09)
H (1.79, 4.22, -4.62)
H (0.23, 1.02, -2.23)
H (-2.98, 4.03, -2.06)
H (3.19, 3.11, -0.28)
H (-3.38, 0.44, -2.68)
H (-7.44, 1.53, -0.11)
H (-0.83, 5.06, -1.34)
H (-4.53, -2.22, 2.27)
H (-4.95, 5.28, -1.27)
H (-5.61, 5.19, 1.12)
H (-4.28, 3.81, 2.70)
H (1.72, 7.13, -0.60)
H (-5.36, -4.78, -1.87)

---

A structure of composition C32H30BN7O2STi, computed with ωB97M-V/def2-TZVPD.

Values from the calculation:
Kohn-Sham gap in hartree: 0.253
E_LUMO in eV: -0.5320
Net charge: 0

CARTESIAN COORDINATES (ANGSTROEM)
Ti (0.95, 0.86, -0.83)
S (-1.33, 0.87, 0.06)
O (-2.56, 1.95, 2.30)
O (-0.82, 3.27, 1.59)
N (1.98, 2.46, -1.61)
N (-3.65, -1.44, -4.87)
N (-0.26, -1.27, 2.70)
N (0.90, 4.28, -0.56)
N (0.81, -1.04, -1.13)
N (2.20, 0.67, 0.59)
N (0.19, 0.73, -3.05)
C (0.36, 0.83, 3.73)
C (-0.52, -0.05, -5.62)
C (-1.00, 4.95, 3.41)
C (-2.69, -3.32, -1.68)
C (4.79, -3.99, -1.98)
C (-1.38, 3.81, 2.73)
C (-1.50, -4.49, -3.41)
C (-2.42, 3.01, 3.15)
C (-0.98, 0.11, -3.26)
C (3.71, -4.78, -1.63)
C (-1.37, -0.28, -4.54)
C (0.99, 0.97, -4.09)
C (-2.63, -0.93, -4.72)
C (0.69, 0.59, -5.39)
C (0.26, 1.74, 4.77)
C (-1.51, -2.70, -1.29)
C (-3.15, 3.30, 4.29)
C (-2.78, 4.44, 4.99)
C (-2.68, -4.21, -2.74)
C (3.35, -2.07, -2.07)
C (-0.40, -0.34, 3.74)
C (1.10, 3.00, -0.82)
C (-0.59, 1.50, 5.84)
C (4.61, -2.63, -2.20)
C (-1.25, -0.58, 4.81)
C (-1.73, 5.25, 4.56)
C (-0.31, -2.99, -1.95)
C (-1.35, 0.34, 5.85)
C (-0.32, -3.89, -3.01)
C (2.44, -4.22, -1.52)
C (0.91, -2.22, -1.57)
C (2.26, -2.86, -1.74)
B (-1.54, 2.09, 1.35)
H (-1.47, 6.13, 5.13)
H (-0.18, 5.56, 3.07)
H (5.45, -2.00, -2.46)
H (1.38, 0.79, -6.19)
H (-0.67, 2.22, 6.64)
H (2.43, -0.23, 1.01)
H (1.60, -4.84, -1.25)
H (-1.50, -5.18, -4.25)
H (-1.50, -1.98, -0.48)
H (3.21, -1.00, -2.21)
H (0.85, 2.64, 4.74)
H (2.69, 2.95, -2.14)
H (5.77, -4.42, -2.07)
H (-1.85, -1.48, 4.84)
H (-1.60, -0.06, -2.40)
H (-3.31, 4.71, 5.89)
H (-2.02, 0.14, 6.67)
H (-3.95, 2.65, 4.62)
H (1.02, 1.03, 2.89)
H (-3.61, -3.09, -1.16)
H (2.89, 1.36, 0.83)
H (-1.09, -1.82, 2.54)
H (0.60, -4.11, -3.54)
H (3.84, -5.84, -1.45)
H (-3.61, -4.67, -3.06)
H (1.49, 5.01, -0.92)
H (1.91, 1.48, -3.86)
H (0.01, -0.82, 1.84)
H (-0.80, -0.37, -6.61)
H (0.23, 4.49, 0.16)

---

A structure of composition C32H30BrCl3F5N3O2RuSSi in a non-equilibrium geometry, computed with ωB97M-V/def2-TZVPD.

Values from the calculation:
Kohn-Sham gap (spin up / spin down) in hartree: 0.264 / 0.264
E_LUMO (spin up / spin down) in eV: 2.3327 / 2.3309
Net charge: -1
Multiplicity: 2
⟨S²⟩: 0.758

CARTESIAN COORDINATES (ANGSTROEM)
Ru (0.22, 2.10, 0.01)
Br (-1.01, 0.64, -2.09)
Cl (2.64, 4.65, -1.08)
Cl (0.51, 3.82, -3.42)
Cl (2.83, 1.81, -2.74)
S (-1.20, 3.94, -0.69)
Si (1.45, 3.04, -1.73)
F (-2.54, 6.07, 0.95)
F (-5.07, 6.26, 1.70)
F (-6.87, 4.32, 1.04)
F (-6.04, 2.16, -0.40)
F (-3.52, 1.94, -1.18)
O (0.56, -0.08, 0.30)
O (1.89, 4.06, 3.28)
N (0.48, 3.15, 1.70)
N (-1.62, 1.68, 1.39)
N (2.32, 1.72, 0.71)
C (-3.86, 1.67, 2.99)
C (0.96, -5.68, -2.86)
C (-5.17, 3.12, -0.07)
C (4.09, 2.79, 1.91)
C (0.46, -1.11, -0.46)
C (-3.84, 3.02, -0.46)
C (0.97, -2.40, -0.13)
C (0.37, -3.27, -2.36)
C (1.67, 3.39, 2.27)
C (-1.02, -4.64, -3.94)
C (-3.69, 0.70, 2.02)
C (2.76, 2.62, 1.60)
C (-2.88, 3.97, -0.13)
C (3.03, -3.24, 1.04)
C (0.92, -3.40, -1.09)
C (-2.55, 0.74, 1.24)
C (0.75, -3.93, 1.83)
C (-3.36, 5.06, 0.59)
C (1.58, -2.78, 1.24)
C (5.02, 1.99, 1.27)
C (-0.20, -2.03, -2.66)
C (-2.88, 2.64, 3.16)
C (-1.76, 2.61, 2.34)
C (-4.68, 5.19, 0.99)
C (3.22, 0.94, 0.10)
C (1.28, -3.93, -4.59)
C (0.40, -4.37, -3.42)
C (-0.67, 3.64, 2.42)
C (-5.59, 4.21, 0.66)
C (1.59, -1.66, 2.29)
C (-0.16, -1.03, -1.73)
C (4.58, 1.05, 0.36)
H (-4.43, -0.08, 1.86)
H (-0.67, -1.85, -3.62)
H (0.89, -3.03, -5.06)
H (3.47, -3.51, 2.01)
H (-1.01, 4.60, 2.04)
H (4.35, 3.54, 2.65)
H (2.82, 0.21, -0.58)
H (-1.44, -3.77, -4.44)
H (2.30, -3.71, -4.25)
H (-1.69, -4.91, -3.11)
H (3.63, -2.44, 0.61)
H (1.14, -4.21, 2.81)
H (5.27, 0.39, -0.16)
H (-0.39, 3.79, 3.47)
H (6.08, 2.10, 1.47)
H (0.78, -4.82, 1.19)
H (-2.98, 3.41, 3.91)
H (1.34, -4.36, -0.82)
H (0.94, -6.45, -3.65)
H (-1.02, -5.47, -4.65)
H (2.18, -0.80, 1.98)
H (1.34, -4.71, -5.35)
H (1.99, -5.57, -2.53)
H (0.36, -6.05, -2.02)
H (3.10, -4.11, 0.39)
H (0.59, -1.30, 2.52)
H (2.03, -2.07, 3.20)
H (-0.29, -3.63, 1.95)
H (-4.75, 1.68, 3.62)
H (-2.36, 0.02, 0.46)

---

A structure of composition C32H30BrF4I2N4O3Ta in a non-equilibrium geometry, computed with ωB97M-V/def2-TZVPD.

Values from the calculation:
Kohn-Sham gap in hartree: 0.244
E_LUMO in eV: -6.7732
Net charge: +2

CARTESIAN COORDINATES (ANGSTROEM)
Ta (-0.27, -0.04, 0.11)
I (-3.30, -3.04, -0.73)
I (-1.61, -7.11, 3.41)
Br (-3.39, 6.10, -2.56)
F (-3.23, 0.29, 4.53)
F (-0.04, 3.49, 5.81)
F (-1.96, -0.03, 2.21)
F (1.27, 3.15, 3.56)
O (-0.86, -1.60, 0.68)
O (-1.84, 1.45, -0.17)
O (-1.31, 0.12, -1.77)
N (0.22, 1.41, 1.47)
N (1.54, -1.45, 1.67)
N (0.97, -1.79, -1.12)
N (1.65, 1.22, -0.93)
C (1.13, 2.55, -0.56)
C (-1.37, -5.26, 2.48)
C (0.87, -2.20, 2.76)
C (1.70, -2.71, -0.46)
C (-1.05, -2.82, 1.27)
C (4.09, 1.77, -0.38)
C (0.13, 2.47, 3.73)
C (0.86, 2.64, 0.93)
C (0.89, 1.45, -3.39)
C (-3.30, 4.26, -2.96)
C (0.44, -2.13, -2.31)
C (-3.70, 2.43, -4.46)
C (-2.64, 2.05, -2.35)
C (-2.06, -3.67, 0.84)
C (-0.35, -4.41, 2.89)
C (-2.23, -4.90, 1.45)
C (-0.34, 1.59, 2.75)
C (-0.54, 2.63, 4.93)
C (-3.78, 3.78, -4.17)
C (-1.48, 0.87, 3.11)
C (0.61, -3.37, -2.88)
C (2.00, 1.21, -2.38)
C (2.88, 0.87, -0.16)
C (-1.69, 1.93, 5.25)
C (2.38, -2.31, 0.82)
C (-3.11, 1.55, -3.57)
C (-1.96, 1.18, -1.41)
C (1.90, -3.98, -0.98)
C (-2.15, 1.03, 4.31)
C (1.34, -4.33, -2.20)
C (-0.18, -3.18, 2.29)
C (-2.74, 3.40, -2.04)
H (0.45, 2.44, -3.31)
H (2.62, 0.87, 0.89)
H (2.75, 1.99, -2.53)
H (-4.09, 2.06, -5.40)
H (-3.01, -5.57, 1.13)
H (-2.40, 3.77, -1.08)
H (0.21, 2.72, -1.12)
H (3.13, -0.14, -0.46)
H (-0.15, -1.38, -2.81)
H (2.48, 0.25, -2.58)
H (1.61, -2.75, 3.35)
H (4.86, 1.47, 0.34)
H (1.34, 1.38, -4.39)
H (0.31, -4.71, 3.70)
H (1.79, 2.82, 1.46)
H (2.70, -3.21, 1.35)
H (0.16, -3.59, -3.84)
H (1.48, -5.32, -2.60)
H (3.88, 2.82, -0.19)
H (-3.04, 0.49, -3.79)
H (0.10, 0.71, -3.34)
H (-4.22, 4.47, -4.88)
H (-2.19, 2.07, 6.19)
H (3.28, -1.76, 0.56)
H (0.21, 3.50, 1.11)
H (2.15, -0.80, 2.15)
H (4.52, 1.67, -1.37)
H (2.48, -4.70, -0.42)
H (0.40, -1.46, 3.42)
H (1.83, 3.35, -0.83)

---

Calculated E, -138361.2637; -121260.9630; -78603.6275; -82828.8769; -184736.6967; -144428.0755 eV (same order as the records).